Molecular formula: C21H24N2OPtS4
Method: DFT, ωB97M-V with the def2-TZVPD basis set

Computed properties:
HOMO level ... -0.54217 Ha
LUMO level ... -8.892 eV
DFT total energy ... -2710.9052 a.u.
Energy relative to the best compared isomer or geometry (same formula, charge and spin) ... 192.4 kJ/mol
Charge ... +2

XYZ file:
```
53
C21H24N2OPtS4, DFT ωB97M-V with the def2-TZVPD basis set
Pt 1.268 -2.199 -1.790
S 3.166 -2.611 -2.704
S 0.680 -4.052 -2.700
S 4.484 -4.713 -4.382
S 1.843 -6.242 -4.378
O 4.057 -7.023 -5.609
N 0.212 -0.368 -1.908
N 0.963 -1.674 0.229
C 3.142 -4.056 -3.533
C 1.392 -2.418 1.266
C 0.254 -0.436 4.291
C -0.131 0.227 -3.066
C -0.816 1.408 -0.715
C -0.816 1.415 -3.097
C 0.057 -0.102 1.759
C -1.183 2.047 -1.904
C 1.177 -2.042 2.567
C -2.246 3.882 -0.530
C 1.621 -0.283 4.980
C -0.127 0.217 -0.740
C 1.942 -4.751 -3.531
C 0.493 -0.855 2.853
C -3.263 3.134 -2.687
C -1.081 4.394 -2.682
C 0.299 -0.524 0.471
C -1.941 3.361 -1.933
C -0.508 0.885 4.388
C 3.574 -6.187 -4.946
C -0.562 -1.543 4.983
H 0.162 -0.278 -3.976
H 0.044 1.711 3.932
H -1.500 0.820 3.935
H -0.475 0.821 1.928
H -2.788 4.823 -0.613
H -3.847 4.055 -2.674
H 1.918 -3.330 1.022
H -1.586 5.360 -2.668
H -1.335 4.085 0.039
H -3.860 2.352 -2.215
H -0.107 4.518 -2.205
H -1.064 1.845 -4.057
H -2.879 3.194 0.035
H -0.789 -1.236 6.004
H -1.508 -1.719 4.467
H -1.076 1.856 0.231
H 2.247 0.446 4.461
H -3.099 2.860 -3.730
H 2.163 -1.228 5.029
H 1.545 -2.680 3.358
H 1.472 0.068 6.000
H -0.015 -2.484 5.033
H -0.650 1.134 5.438
H -0.922 4.117 -3.724
```